# 1
{
  "formula": "C36H26ClN5O5PdS3",
  "method": "ωB97M-V with the def2-TZVPD basis set",
  "multiplicity": 3,
  "s2": 2.006,
  "de_lowest_kcal_mol": 19.56,
  "homo_energy_ha": [-0.26353, -0.26951],
  "orbital_gap_ev": [5.03, 5.18],
  "species": ["Pd", "O", "N", "O", "C", "C", "C", "C", "C", "C", "N", "C", "C", "N", "C", "C", "C", "C", "H", "H", "H", "H", "H", "H", "H", "Cl", "C", "C", "C", "C", "C", "C", "C", "O", "O", "H", "H", "H", "H", "O", "C", "C", "C", "C", "C", "S", "C", "C", "C", "C", "S", "C", "C", "C", "C", "S", "H", "H", "H", "H", "H", "H", "H", "H", "H", "C", "N", "C", "C", "N", "C", "H", "H", "H", "H", "H", "H"],
  "coordinates": [[0.42249, 0.01692, -0.35665], [7.42059, -2.41058, 0.35195], [6.28709, -2.66878, 0.75725], [6.06819, -3.51488, 1.62625], [5.21969, -1.93508, 0.21035], [5.55629, -0.82788, -0.57845], [4.58819, -0.00818, -1.13975], [4.86559, 1.16052, -1.90705], [3.83279, 1.89022, -2.42245], [2.50659, 1.47312, -2.21025], [2.23269, 0.42012, -1.45605], [3.21519, -0.29818, -0.90405], [2.85129, -1.38688, -0.04815], [1.53869, -1.54248, 0.22255], [1.13649, -2.62328, 0.88295], [2.03409, -3.57668, 1.34075], [3.39029, -3.39638, 1.16045], [3.84819, -2.26108, 0.46425], [6.60119, -0.61358, -0.73345], [5.89449, 1.44942, -2.05775], [4.01569, 2.78602, -2.99745], [1.66699, 1.99702, -2.64905], [0.07249, -2.74968, 1.01445], [1.65939, -4.45558, 1.83845], [4.09539, -4.12668, 1.52335], [-5.96221, 5.58642, -1.14985], [-4.60031, 4.55892, -0.87825], [-4.30571, 4.13562, 0.40965], [-3.23891, 3.28242, 0.61035], [-2.46511, 2.86592, -0.46805], [-2.75451, 3.31842, -1.75045], [-3.82171, 4.16952, -1.95885], [-1.38491, 1.86762, -0.26075], [-0.61581, 1.59052, -1.22535], [-1.23471, 1.31522, 0.84845], [-4.91851, 4.45422, 1.23805], [-2.99721, 2.91862, 1.59675], [-2.14561, 2.97782, -2.57425], [-4.07231, 4.51022, -2.95085], [-1.02851, -1.47068, -0.96035], [-2.31111, -1.64268, -0.50785], [-3.26611, -0.54348, -0.93305], [-3.37151, -0.05808, -2.20125], [-4.47471, 0.80432, -2.36935], [-5.20611, 0.94002, -1.23435], [-4.53981, 0.04222, 0.07345], [-2.81011, -2.85548, -1.28085], [-4.06691, -3.35348, -1.43675], [-4.08081, -4.49058, -2.27325], [-2.84831, -4.80438, -2.74705], [-1.63071, -3.72968, -2.17185], [-2.41991, -1.93758, 0.97835], [-1.66351, -1.43848, 1.99645], [-2.00421, -1.98108, 3.25795], [-3.01751, -2.87858, 3.18295], [-3.57171, -3.09068, 1.57175], [-2.68611, -0.33998, -2.97945], [-4.72021, 1.27962, -3.30125], [-6.09721, 1.51202, -1.07755], [-4.94051, -2.93438, -0.97155], [-4.97591, -5.03888, -2.50825], [-2.58211, -5.60138, -3.41345], [-0.89191, -0.69018, 1.85985], [-1.51561, -1.70768, 4.17555], [-3.47741, -3.44218, 3.96995], [4.57609, 2.52422, 3.17855], [3.35259, 2.36092, 2.43895], [2.41929, 3.32172, 2.18765], [1.45019, 2.73192, 1.42975], [1.77319, 1.42542, 1.22105], [2.91949, 1.23642, 1.84015], [4.71259, 3.57752, 3.41985], [5.42129, 2.18212, 2.58045], [4.54929, 1.94752, 4.10455], [2.50879, 4.31982, 2.56145], [0.55169, 3.16272, 1.03265], [3.46189, 0.31222, 1.88745]],
  "forces_ev_per_a": [[-1.71, 1.11, 0.38], [-0.74, -0.26, 0.29], [2.32, -1.27, 0.95], [0.16, 0.75, -0.67], [-0.98, 2.50, -1.84], [0.57, -1.95, 1.47], [-1.81, 0.93, -0.50], [-0.06, -0.65, 0.40], [-0.12, 0.12, -0.10], [0.29, -0.56, 0.38], [0.04, 0.39, -0.94], [1.28, 0.22, -0.26], [0.55, -0.71, 0.35], [1.18, -2.12, 0.93], [0.02, 0.48, -0.51], [0.82, -0.11, -0.03], [-0.59, -0.26, 0.12], [-0.52, 0.08, -0.05], [0.10, 0.00, 0.01], [0.11, 0.06, -0.09], [0.02, 0.00, -0.05], [-0.10, -0.02, 0.13], [-0.08, 0.18, -0.01], [-0.03, -0.09, 0.08], [-0.15, 0.08, 0.01], [-0.23, 0.18, -0.02], [0.36, -0.19, -0.02], [-0.14, 0.08, -0.05], [0.17, -0.03, -0.23], [-0.14, 0.05, -0.04], [0.09, 0.06, 0.27], [-0.14, 0.13, 0.06], [-0.03, 0.10, 0.32], [-0.18, 0.96, -0.92], [-0.25, -0.03, 0.21], [-0.09, 0.06, 0.05], [-0.01, -0.09, 0.08], [0.01, -0.04, -0.04], [-0.04, 0.06, -0.09], [0.77, 0.35, 0.15], [-0.24, -0.29, -0.58], [-0.19, 0.31, 0.19], [0.16, -0.01, 0.32], [-0.21, -0.09, 0.01], [-0.05, -0.15, 0.37], [0.14, 0.04, -0.55], [-0.01, -0.08, 0.01], [0.38, 0.01, 0.05], [-0.07, -0.24, -0.16], [0.35, -0.01, 0.03], [-0.57, -0.14, -0.01], [-0.03, -0.18, 0.15], [-0.03, 0.13, -0.16], [-0.03, -0.03, 0.15], [-0.28, -0.14, -0.29], [0.50, 0.21, 0.39], [0.19, -0.06, -0.14], [-0.10, 0.16, -0.17], [-0.21, 0.24, 0.00], [-0.17, 0.17, 0.03], [-0.14, -0.13, -0.13], [0.00, -0.20, -0.13], [-0.17, -0.06, -0.01], [0.09, 0.04, 0.22], [-0.06, -0.07, 0.25], [0.36, -0.11, 0.28], [-0.09, -0.06, -0.07], [-0.39, 0.23, -0.19], [0.05, 0.24, 0.12], [0.18, -0.30, -0.14], [-0.23, -0.07, -0.13], [-0.01, -0.10, -0.03], [0.01, 0.07, 0.03], [0.00, 0.08, -0.02], [0.08, 0.22, 0.09], [-0.12, 0.03, -0.01], [0.15, -0.19, 0.05]],
  "lowdin_charge": [1.1476, 0.0739, -0.3287, 0.0736, -0.0834, 0.0848, -0.1306, 0.0179, -0.0238, -0.0548, 0.0314, -0.1650, -0.1558, -0.0037, -0.0515, 0.0055, 0.0297, -0.0605, 0.1306, 0.1223, 0.1127, 0.1237, 0.1031, 0.1187, 0.1072, 0.6667, -0.6794, -0.1008, -0.0240, -0.1502, -0.0266, -0.1071, -0.6531, -0.1182, -0.0498, 0.1041, 0.1211, 0.1220, 0.1043, -0.3212, -0.6381, -0.4564, -0.1107, -0.1885, -0.4030, 1.0674, -0.5048, -0.1690, -0.1892, -0.4192, 1.0691, -0.4663, -0.1637, -0.1842, -0.4103, 1.0680, 0.1271, 0.1034, 0.0615, 0.0999, 0.0955, 0.0502, 0.0822, 0.0963, 0.0546, -0.0131, -0.1319, -0.0540, -0.1099, 0.0469, -0.1527, 0.0939, 0.0923, 0.0967, 0.1163, 0.1010, 0.1297]
}

---

# 2
{
  "formula": "C16H62O15",
  "method": "ωB97M-V with the def2-TZVPD basis set",
  "de_lowest_kcal_mol": 0.00,
  "homo_energy_ha": -0.37161,
  "orbital_gap_ev": 10.66,
  "species": ["C", "C", "O", "H", "H", "H", "H", "H", "H", "C", "C", "O", "H", "H", "H", "H", "H", "H", "C", "C", "O", "H", "H", "H", "H", "H", "H", "C", "C", "O", "H", "H", "H", "H", "H", "H", "C", "C", "O", "H", "H", "H", "H", "H", "H", "C", "C", "O", "H", "H", "H", "H", "H", "H", "C", "C", "O", "H", "H", "H", "H", "H", "H", "C", "C", "O", "H", "H", "H", "H", "H", "H", "O", "H", "H", "O", "H", "H", "O", "H", "H", "O", "H", "H", "O", "H", "H", "O", "H", "H", "O", "H", "H"],
  "coordinates": [[-1.60672, -3.76876, -2.66520], [-1.51991, -2.36008, -2.20652], [-1.48944, -2.19394, -0.74427], [-2.58160, -4.12053, -3.01763], [-1.29488, -4.50527, -1.93359], [-1.03077, -3.97732, -3.55177], [-2.32279, -1.73428, -2.61104], [-0.56285, -1.96211, -2.64614], [-0.65029, -2.63820, -0.42347], [-5.56557, 0.68933, -3.68929], [-5.28615, 1.26744, -2.29433], [-4.38032, 0.48685, -1.56480], [-6.07233, 1.37377, -4.32493], [-6.25459, -0.12819, -3.67414], [-4.60786, 0.40930, -4.08982], [-6.13602, 1.47242, -1.72288], [-4.83299, 2.24019, -2.40829], [-3.42857, 0.66997, -1.77829], [5.48098, -2.23408, -2.83452], [4.74197, -1.99586, -1.56613], [3.34940, -1.62069, -1.88286], [6.52210, -2.38745, -2.63464], [5.53687, -1.26118, -3.40601], [5.01580, -3.02116, -3.47169], [5.12483, -1.11772, -0.99819], [4.71067, -2.92898, -0.94729], [3.22615, -0.75777, -1.58230], [2.23066, -4.74063, 0.83002], [1.58030, -4.06576, -0.34308], [0.91374, -2.86189, 0.04193], [2.83149, -4.09984, 1.37257], [2.77347, -5.60284, 0.46549], [1.50312, -5.13899, 1.54412], [0.83366, -4.79889, -0.72107], [2.28797, -3.87333, -1.11806], [1.55943, -2.13455, 0.25855], [-0.38260, 1.54071, -4.64821], [-0.01111, 2.20688, -3.39526], [0.51807, 1.31351, -2.46104], [-1.18826, 0.77246, -4.48407], [0.45990, 1.07640, -5.10708], [-0.76102, 2.24299, -5.35114], [-0.83965, 2.73969, -3.03814], [0.80966, 2.95418, -3.59451], [-0.21817, 0.98126, -1.94610], [2.86336, 3.18251, 5.34343], [1.84437, 4.20815, 4.90386], [1.20581, 3.94936, 3.67594], [3.24315, 3.51242, 6.35028], [3.72196, 3.12410, 4.65201], [2.27288, 2.21144, 5.40725], [2.24942, 5.25115, 4.91211], [1.01984, 4.21200, 5.64575], [1.82515, 4.11490, 2.96443], [-0.50790, 0.65469, 0.92699], [-1.62549, 1.30664, 0.05300], [-1.75180, 0.51562, -1.10211], [-0.26164, 1.28837, 1.80010], [0.33968, 0.46279, 0.28187], [-0.96916, -0.22547, 1.37975], [-1.22141, 2.24726, -0.24413], [-2.58451, 1.48087, 0.53550], [-1.63024, -0.46896, -0.86315], [2.41896, 0.57923, 2.78854], [2.09688, -0.82994, 2.34704], [2.91290, -1.26422, 1.21732], [2.46238, 1.24164, 1.86493], [3.36280, 0.54436, 3.31255], [1.66935, 1.09764, 3.43480], [1.06207, -0.92548, 2.17640], [2.33092, -1.53113, 3.17526], [2.84369, -0.55776, 0.58018], [-3.89794, -2.31827, 1.33317], [-3.35912, -2.23130, 0.57648], [-3.25731, -2.60419, 2.01376], [1.47617, 3.37045, 0.99210], [0.56181, 3.12338, 1.29684], [1.27589, 4.07761, 0.41081], [-1.11898, -2.84764, 2.46879], [-0.40529, -2.79935, 1.80932], [-0.85259, -3.49044, 3.07994], [-3.15447, 2.67705, 2.77578], [-3.92632, 3.17372, 3.05743], [-3.55730, 1.82358, 2.56063], [2.86882, 0.96030, -0.71077], [2.70920, 1.59694, -0.01025], [2.37494, 1.21617, -1.51023], [-1.15918, 3.98078, 1.62380], [-1.95369, 3.67485, 2.03948], [-0.71002, 4.52006, 2.26678], [-4.80572, 0.42727, 1.16965], [-4.58228, 0.41202, 0.21181], [-4.70583, -0.53220, 1.38991]],
  "forces_ev_per_a": [[-0.98, -1.75, -0.67], [1.40, 1.13, 0.27], [-0.14, -0.46, -1.24], [-0.36, 0.38, 0.55], [0.19, 0.08, 0.37], [0.74, 0.30, -0.27], [0.00, -0.15, 0.36], [-0.72, 0.04, 0.68], [-0.53, 0.78, -0.35], [-0.01, 0.17, 1.24], [1.39, 0.43, -1.66], [0.71, -0.71, 0.29], [-0.07, 1.07, -0.60], [-0.06, -1.00, 0.32], [0.24, -0.26, -0.53], [-1.55, -0.27, 1.00], [0.19, 0.64, -0.34], [-0.90, -0.13, 0.27], [-0.03, 1.41, -1.45], [-1.79, 0.52, 0.65], [1.17, -2.93, -0.59], [0.65, -0.82, 0.17], [-0.51, -0.99, 0.27], [0.50, 0.54, 0.54], [0.26, -0.95, -0.15], [0.05, 0.90, -0.21], [-0.31, 2.20, 0.79], [-1.31, -1.45, -0.40], [-0.83, -0.66, 0.61], [0.02, 0.30, 0.21], [1.63, 1.37, 0.93], [0.44, -0.17, 0.01], [-0.22, 0.10, -0.17], [0.13, 0.86, -0.07], [0.48, 0.34, -0.62], [-0.13, -1.03, -0.24], [-1.31, -1.47, -0.45], [2.37, 0.95, -0.48], [0.85, -0.07, 0.42], [0.76, 0.58, -0.10], [0.65, -0.59, -0.28], [-0.46, 0.74, -0.67], [-1.26, 0.86, 0.98], [-0.80, -0.49, 0.11], [-0.59, -0.55, 0.41], [-0.45, -0.41, 0.50], [-0.64, 1.30, 0.89], [-0.07, -0.12, 0.06], [-0.33, -0.63, -0.86], [-0.41, -0.22, 0.25], [1.28, 0.93, 0.07], [-0.04, -0.68, -0.03], [0.44, 0.03, -0.27], [0.13, -0.20, -0.49], [-2.07, 0.83, 0.82], [1.58, -0.34, 1.04], [-0.04, -1.69, -0.72], [0.11, -0.12, -0.58], [0.27, -0.19, 0.13], [0.46, -0.44, -0.22], [-0.02, 0.95, -0.47], [0.07, -0.27, 0.22], [-0.23, 1.27, -0.13], [-0.35, 1.15, -1.00], [1.44, -0.65, 1.07], [-1.00, -0.11, 1.21], [0.23, -0.66, 1.28], [0.39, 0.46, -0.03], [0.38, -0.83, -0.40], [-1.29, -0.26, -0.67], [-0.05, 0.26, -0.52], [0.23, 0.67, -0.79], [-0.67, -0.36, 1.94], [1.14, 0.11, -1.67], [-0.30, 0.22, -0.39], [-0.49, -1.33, 0.95], [0.81, 0.22, -0.17], [-0.12, 1.13, -1.08], [-0.40, 1.49, -1.51], [-0.18, -0.11, 0.08], [0.62, -1.45, 1.38], [-0.57, -0.19, 0.34], [-0.06, 0.29, 0.11], [0.12, -0.31, -0.42], [0.37, -0.54, -0.33], [-0.32, 0.56, -0.21], [-0.39, 0.21, 0.47], [1.11, 0.48, -1.17], [-0.99, -0.73, 0.52], [0.29, 0.27, 0.58], [0.35, -0.89, -0.01], [-0.26, 0.28, 0.27], [-0.03, 0.77, 0.05]],
  "lowdin_charge": [-0.0888, -0.2586, -0.1376, 0.0774, 0.0686, 0.0719, 0.1135, 0.1307, 0.0519, -0.0595, -0.2919, -0.1159, 0.0583, 0.0636, 0.0648, 0.0976, 0.1088, 0.0773, -0.1099, -0.2852, -0.0933, 0.0587, 0.0934, 0.0910, 0.1246, 0.1156, -0.0200, -0.0714, -0.2642, -0.1223, 0.0423, 0.0809, 0.0804, 0.1217, 0.0932, 0.0838, -0.0902, -0.3433, -0.0815, 0.0952, 0.0693, 0.0648, 0.0953, 0.1354, 0.0293, -0.1016, -0.3515, -0.0984, 0.0871, 0.0753, 0.0871, 0.1187, 0.1169, 0.0565, -0.0401, -0.2590, -0.1486, 0.0801, 0.0725, 0.0758, 0.0896, 0.0925, 0.0836, -0.0724, -0.2751, -0.0879, 0.0660, 0.0743, 0.0806, 0.0528, 0.1288, 0.0198, -0.0415, -0.0118, 0.0368, -0.0575, 0.0221, 0.0360, -0.0209, 0.0188, 0.0171, -0.0417, 0.0644, 0.0359, -0.0527, 0.0148, 0.0485, -0.0476, -0.0193, 0.0309, -0.0984, -0.0040, 0.0210]
}